1.
# C4H7N2O

2 unconnected molecules or ions with the total composition C4H7N2O (ωB97M-V with the def2-TZVPD basis set, the OMol25 dataset).

Geometry as ORCA input:
```
! RIJCOSX wB97M-V def2-TZVPD def2/J DEFGRID3
* xyz 1 3
C 0.19222 1.57188 0.61793
C -0.21273 -1.95183 0.56685
C -0.51044 0.25005 -1.13897
C 0.01097 -0.57813 0.03739
N -0.15457 1.64715 -0.63943
N 0.39379 0.34750 1.04953
O -0.05529 -2.13085 1.75109
H 0.16035 2.46513 1.18198
H -0.47183 -2.84190 -0.11256
H 0.03269 0.02173 -2.11172
H -1.60183 0.30744 -1.17164
H 1.75966 -1.45708 -0.61156
H -0.09410 2.32082 -1.36338
H 0.55112 0.02808 1.94449
*
```

## Properties
HOMO level (spin up / spin down) = -12.303 / -14.693 eV
relative energy (zero: lowest compared OMol25 entry of this formula, charge and spin) = 34.2 kcal per mole
DFT total energy = -340.923529 Eh

Formally, the Mulliken partial charges of the atoms, in units of the elementary charge, are as follows:
1. C -0.11
2. C 0.19
3. C -0.06
4. C -0.41
5. N -0.12
6. N 0.05
7. O -0.44
8. H 0.42
9. H 0.35
10. H 0.30
11. H 0.29
12. H 0.09
13. H 0.24
14. H 0.19

=====

2.
# C4H7N2O3

A gas-phase ion, C4H7N2O3 (charge +1) (ωB97M-V with the def2-TZVPD basis set, the OMol25 dataset).

Geometry as ORCA input:
```
! RIJCOSX wB97M-V def2-TZVPD def2/J DEFGRID3
* xyz 1 1
C 0.08205 0.69865 -0.00818
C 0.13524 -0.79104 0.00587
C -0.26727 1.42774 -1.22675
C -0.44136 -1.86441 -0.72912
N 0.07577 1.24402 1.17659
N 1.10807 -1.37086 1.27673
O 1.12787 -2.57125 1.43163
O 1.51213 -0.50203 1.98728
O -0.03619 2.50744 1.36609
H 0.12635 2.45274 -1.27835
H -1.23792 1.65874 -1.26470
H -0.15798 1.00839 -2.19533
H 0.20210 -2.08937 -1.57379
H -1.39525 -1.60496 -1.14441
H -0.45604 -2.80880 -0.13326
H -0.37757 2.60500 2.30971
*
```

## Properties
HOMO level = -14.997 eV
relative energy (zero: lowest compared OMol25 entry of this formula, charge and spin) = 197.5 kcal per mole
DFT total energy = -491.297006 Eh

Formally, the Mulliken partial charges of the atoms, in units of the elementary charge, are as follows:
1. C 0.66
2. C 0.48
3. C -1.51
4. C -1.08
5. N -0.13
6. N 0.91
7. O -0.52
8. O -0.45
9. O -0.29
10. H 0.41
11. H 0.48
12. H 0.42
13. H 0.37
14. H 0.36
15. H 0.43
16. H 0.45

=====

Question: Which of these has the lowest relative energy (zero: lowest compared OMol25 entry of this formula, charge and spin)?
Answer: C4H7N2O